Entry 1:
Computed, not measured: C11H11Cl2N4O2SV as an isolated structure, with wB97M-V/def2-TZVPD.

Geometry as XYZ:
```
32
Properties=species:S:1:pos:R:3:forces:R:3
V -0.568211 2.397253 1.443068 0.4 -0.3 0.1
N -0.121445 -5.163295 -1.654175 0.0 0.0 0.0
C -0.425944 -3.944438 -1.138825 0.0 0.1 0.1
C 0.151017 -3.514312 0.068265 0.0 0.0 0.0
C -0.141946 -2.270444 0.578743 0.1 0.0 0.0
C -1.019771 -1.440883 -0.108757 -0.1 0.4 0.2
C -1.604474 -1.842362 -1.307826 0.0 0.0 0.0
C -1.307201 -3.081587 -1.818195 0.0 0.0 0.0
S -1.403793 0.133617 0.514747 -0.1 -0.3 -0.4
O -0.647724 0.330622 1.793368 0.0 0.2 0.2
O -2.807185 0.380472 0.640302 -0.1 -0.2 -0.1
N -0.816331 1.339911 -0.381974 -0.6 0.0 0.1
C 0.537718 1.376498 -0.592997 0.4 0.0 -0.2
N 1.131553 2.253020 0.251426 0.0 -0.1 0.0
C 2.446619 2.449177 0.135189 0.1 0.0 -0.2
C 3.167488 1.770861 -0.826137 0.0 0.1 0.1
C 2.469547 0.871558 -1.625653 -0.1 0.0 0.0
N 1.159653 0.666134 -1.518516 0.0 0.0 0.0
H 0.405109 -5.822218 -1.110607 0.0 0.0 0.0
H -0.625149 -5.516919 -2.446776 0.0 0.0 0.0
H 0.829417 -4.168937 0.600041 0.0 0.0 0.0
H 0.296886 -1.933288 1.507642 0.0 0.0 0.0
H -2.286802 -1.181120 -1.825977 0.0 0.0 0.0
H -1.754679 -3.403156 -2.749662 0.0 0.0 0.0
H 2.904959 3.158483 0.812550 0.0 0.0 0.0
H 4.228257 1.927469 -0.944345 0.0 0.0 0.0
H 2.975409 0.294506 -2.390458 0.0 0.0 0.0
Cl -1.043736 3.386629 3.651502 0.0 -0.1 0.1
C -1.497356 4.938781 2.906454 -0.1 0.3 0.2
Cl -1.232978 4.749696 1.159343 0.0 0.0 -0.2
H -0.851179 5.723466 3.284539 0.0 0.0 0.0
H -2.547730 5.134816 3.093710 0.0 0.0 0.0
```
Forces are in eV/Å.

Its gap between HOMO and LUMO (spin up / spin down) is 0.277 / 0.280 hartree. Its total charge is +1. As for the LUMO energy (spin up / spin down): -3.29 / -3.16 eV. As for the energy above the lowest of the compared OMol25 structures with the same formula, charge and spin: 0.0 kcal/mol. As for the spin multiplicity: 2.


Entry 2:
Computed, not measured: one molecule with the formula C11H18 at a distorted geometry, with wB97M-V/def2-TZVPD.

Geometry as XYZ:
```
29
Properties=species:S:1:pos:R:3:forces:R:3
C -2.693798 0.325699 0.791482 -0.1 0.6 0.6
C -1.231695 0.138933 0.450902 -0.9 0.1 -1.0
C -0.749006 0.105447 -0.781203 0.1 -0.2 -1.6
C -1.610922 0.384332 -2.048242 3.7 1.4 -0.2
C 0.787462 -0.271409 -0.749550 -2.2 2.4 -1.2
C 1.523319 0.858974 -1.511910 0.7 0.3 0.2
C 0.891251 -1.586593 -1.555721 -0.9 0.0 1.0
C 1.038746 -0.188971 0.762682 -0.3 -1.4 -1.7
C 2.416036 -0.232738 1.291474 0.3 1.0 0.8
C -0.141741 -0.066758 1.393332 0.6 0.1 0.6
C -0.413829 0.139706 2.837582 0.3 -0.3 0.2
H -3.371359 0.706146 -0.078691 1.4 -0.7 1.6
H -3.015926 -0.689492 1.130116 -0.4 0.9 -0.1
H -2.726444 1.046965 1.684027 -0.5 -1.0 -1.3
H -2.462256 -0.178304 -2.160360 -2.1 -1.4 0.2
H -1.878986 1.453388 -2.057856 -0.1 -0.3 0.0
H -1.033634 0.225035 -3.006252 -0.3 0.1 1.0
H 0.927908 1.269273 -2.324028 -0.2 -0.2 -0.2
H 2.420582 0.430755 -1.993769 0.0 0.5 0.4
H 1.761452 1.753095 -0.884826 0.1 -0.9 -0.3
H 1.036535 -1.500847 -2.640568 -0.5 0.5 0.3
H -0.055908 -2.118608 -1.299514 1.0 -0.2 -0.5
H 1.750859 -2.125984 -1.236442 0.7 -0.8 0.5
H 2.992643 -1.132913 1.079933 -0.1 -0.1 -0.1
H 2.302490 -0.117221 2.362385 0.4 -0.3 0.5
H 3.025914 0.658106 1.001231 -0.4 -0.7 -0.2
H -1.381194 -0.301784 3.123103 0.5 0.0 0.1
H 0.406408 -0.191245 3.493438 -0.5 0.0 -0.2
H -0.514908 1.207012 2.927245 -0.2 0.6 0.6
```
Forces are in eV/Å.

As for the SMILES: CC1=C(C)C(C)(C)C(C)=C1C. Its gap between HOMO and LUMO is 0.311 hartree. Its total charge is 0. As for the LUMO energy: 0.88 eV. As for the energy above the lowest of the compared OMol25 structures with the same formula, charge and spin: 37.0 kcal/mol. As for the spin multiplicity: 1.


Entry 3:
Computed, not measured: a 3-piece molecular cluster, C3H7BrO2 overall at a distorted geometry, with wB97M-V/def2-TZVPD.

Geometry as XYZ:
```
13
Properties=species:S:1:pos:R:3:forces:R:3
C 2.510513 -0.795822 -0.261037 0.2 -4.3 1.2
C 1.946511 -1.348901 0.808038 -2.1 0.0 0.1
C -1.240421 -0.325231 0.496605 -1.0 -4.2 -0.6
O -1.097841 -1.437436 -0.407184 0.3 2.9 1.0
O -0.645015 0.632184 -0.019279 -0.3 3.6 2.8
Br -4.550616 4.179587 -0.752114 0.5 0.4 0.3
H -3.522611 5.010885 -0.166614 -0.5 -0.4 -0.3
H 3.048222 -1.399899 -0.988743 -0.2 0.3 0.0
H 2.495319 0.197284 -0.313131 0.2 4.0 -0.6
H 1.698388 -2.394344 0.959688 0.9 -0.3 -0.3
H 1.277762 -0.792610 1.495163 1.0 0.3 -0.3
H -1.648756 -2.082822 -0.009068 -0.8 -1.3 0.5
H -0.271450 0.557122 -0.842327 1.6 -1.0 -3.7
```
Forces are in eV/Å.

Its gap between HOMO and LUMO is 0.376 hartree. Its total charge is 0. As for the LUMO energy: 0.66 eV. As for the energy above the lowest of the compared OMol25 structures with the same formula, charge and spin: 79.7 kcal/mol. As for the spin multiplicity: 1.


Entry 4:
Computed, not measured: C16H10CoF6N3O7S2 as an isolated structure at a distorted geometry, with wB97M-V/def2-TZVPD.

Geometry as XYZ:
```
45
Properties=species:S:1:pos:R:3:forces:R:3
Co 1.062750 -0.633879 0.002732 0.4 0.7 0.0
O -1.082653 0.878525 3.541340 -0.1 0.1 0.2
C -2.291581 0.824537 2.954430 0.1 -0.1 -0.2
C -3.358092 1.444370 3.602170 -0.1 0.1 0.1
C -4.618421 1.441807 3.037694 0.1 0.0 0.0
C -4.840304 0.812631 1.816261 -0.2 0.0 0.0
C -3.792733 0.184082 1.174927 0.1 0.0 0.1
C -2.510217 0.172374 1.726806 -0.2 0.1 0.3
C -1.409026 -0.490782 1.021620 0.6 -0.7 -0.4
O -0.185180 -0.345820 1.480020 -0.6 0.3 0.2
N -1.677547 -1.227969 -0.027344 -1.0 0.3 0.3
N -0.541414 -1.614778 -0.665969 0.3 -0.6 -0.2
C -0.574164 -2.603931 -1.478484 -0.4 0.2 0.3
C 0.579320 -3.063581 -2.215762 0.6 -0.1 -0.1
C 0.398132 -3.998471 -3.242073 0.0 0.1 0.1
C 1.458116 -4.490853 -3.974220 -0.1 -0.2 -0.2
C 2.749255 -4.054521 -3.684311 0.0 0.1 0.2
C 2.968845 -3.146073 -2.669959 0.0 0.0 -0.1
C 1.905634 -2.623345 -1.907048 -0.3 0.0 0.1
O 2.172087 -1.784251 -0.943820 0.7 -0.5 -0.5
H -0.439525 0.491555 2.905294 0.0 -0.1 -0.1
H -3.163999 1.932415 4.548958 0.0 0.0 0.0
H -5.429316 1.942790 3.552322 0.0 0.0 0.0
H -5.829626 0.823909 1.376858 0.0 0.0 0.0
H -3.931422 -0.317861 0.227530 0.0 0.0 0.0
H -1.519541 -3.133094 -1.608866 0.0 0.1 -0.1
H -0.611793 -4.326199 -3.466319 0.0 0.0 0.0
H 1.287115 -5.204189 -4.770884 0.0 0.0 0.0
H 3.590249 -4.433876 -4.252995 0.0 0.0 0.0
H 3.965029 -2.789293 -2.441760 0.0 0.0 0.0
F 3.056235 3.596954 2.923284 -0.1 -0.1 0.0
C 2.987151 2.303943 2.613816 -0.2 -0.1 -0.1
F 4.166180 1.740930 2.890030 -0.1 0.0 0.0
F 2.046070 1.722443 3.356918 0.2 0.1 0.0
S 2.614782 2.055132 0.815607 0.1 0.6 0.6
O 2.637286 0.613265 0.678346 0.1 -0.3 0.0
O 3.603222 2.793234 0.095086 0.1 0.0 0.0
N 1.171941 2.703551 0.803833 0.1 -0.2 -0.3
S 0.227002 2.467936 -0.430076 -0.1 0.3 -0.3
O -1.090887 2.934819 -0.167114 0.0 0.1 0.2
O 0.376008 1.159609 -1.041297 0.1 -0.1 -0.1
C 0.863850 3.599324 -1.781752 -0.2 0.0 0.0
F -0.130847 3.843451 -2.644966 0.1 -0.1 0.1
F 1.275889 4.763763 -1.279671 0.0 -0.1 0.0
F 1.866138 3.035415 -2.451192 0.0 0.1 0.1
```
Forces are in eV/Å.

Its gap between HOMO and LUMO (spin up / spin down) is 0.284 / 0.282 hartree. Its total charge is -1. As for the LUMO energy (spin up / spin down): 2.80 / 2.71 eV. As for the spin multiplicity: 4.


Entry 5:
Computed, not measured: C27H20Cl2N4PbS as an isolated structure, with wB97M-V/def2-TZVPD.

Geometry as XYZ:
```
55
Properties=species:S:1:pos:R:3:forces:R:3
Pb 0.901767 -1.010293 0.658197 0.0 0.1 0.1
C -2.980338 1.592480 0.210991 0.0 0.0 0.0
C -3.186102 2.080692 1.493173 0.0 0.0 0.0
C -2.269729 1.791922 2.483960 0.0 0.0 0.0
C -1.154616 1.005478 2.190855 0.0 0.0 0.0
N -0.991158 0.518798 0.952812 0.0 0.0 0.0
C -1.864379 0.811740 -0.008543 0.0 0.0 0.0
C -0.094323 0.686240 3.182924 0.0 0.0 0.0
C -0.135659 1.211878 4.475563 0.0 0.0 0.0
C 0.872855 0.925818 5.379850 0.0 0.0 0.0
C 1.929189 0.109612 4.999908 0.0 0.0 0.0
C 1.966850 -0.411386 3.713472 0.0 0.0 0.0
C 0.968135 -0.134219 2.784062 0.0 0.0 0.0
H -3.667165 1.801564 -0.596361 0.0 0.0 0.0
H -4.053870 2.687221 1.718045 0.0 0.0 0.0
H -2.419647 2.174530 3.481592 0.0 0.0 0.0
H -1.645963 0.400199 -0.985059 0.0 0.0 0.0
H -0.949054 1.850019 4.795083 0.0 0.0 0.0
H 0.832589 1.337478 6.379900 0.0 0.0 0.0
H 2.717701 -0.120181 5.705963 0.0 0.0 0.0
H 2.797396 -1.054659 3.439750 0.0 0.0 0.0
Cl -2.513436 -2.413083 -0.811178 0.0 0.0 0.0
C -1.409568 -3.757187 -0.783368 0.0 0.0 0.0
C -1.402765 -4.584821 -1.894062 0.0 0.0 0.0
C -0.547193 -5.672442 -1.929799 0.0 0.0 0.0
C 0.290105 -5.916883 -0.855253 0.0 0.0 0.0
C 0.268199 -5.072717 0.243220 0.0 0.0 0.0
Cl 1.359558 -5.435807 1.542884 0.0 0.0 0.0
C -0.579027 -3.956009 0.331090 0.0 0.0 0.0
S -0.593036 -2.896105 1.734389 0.0 0.0 -0.1
H -2.073787 -4.373118 -2.715045 0.0 0.0 0.0
H -0.535460 -6.328723 -2.789291 0.0 0.0 0.0
H 0.967685 -6.758775 -0.857372 0.0 0.0 0.0
N 0.754378 2.327547 -2.719216 0.0 0.1 0.0
C 0.415511 1.054137 -3.161483 0.0 0.0 0.0
C -0.010736 0.940575 -4.495826 0.0 0.0 0.0
C -0.337602 -0.303965 -4.980686 0.0 0.0 0.0
C -0.233354 -1.409820 -4.141883 0.0 0.0 0.0
C 0.188284 -1.190643 -2.848108 0.0 0.0 0.0
N 0.500686 0.011138 -2.352096 0.0 0.0 0.0
C 1.230917 2.834091 -1.512720 0.0 0.0 0.0
C 1.584944 4.195022 -1.513507 0.0 0.0 0.0
C 2.034010 4.766000 -0.347745 0.0 0.0 0.0
C 2.127805 3.979237 0.796527 0.0 0.0 0.0
C 1.761636 2.654521 0.693144 0.0 0.0 0.0
N 1.317931 2.076743 -0.430855 0.0 0.0 0.0
H 0.689501 3.026866 -3.439719 0.0 0.0 0.0
H -0.075618 1.818623 -5.126460 0.0 0.0 0.0
H -0.668385 -0.415661 -6.005138 0.0 0.0 0.0
H -0.474564 -2.407304 -4.479282 0.0 0.0 0.0
H 0.283233 -2.021599 -2.155404 0.0 0.0 0.0
H 1.503441 4.778473 -2.422280 0.0 0.0 0.0
H 2.310836 5.811943 -0.327506 0.0 0.0 0.0
H 2.474188 4.379646 1.738109 0.0 0.0 0.0
H 1.817208 2.005171 1.559783 0.0 0.0 0.0
```
Forces are in eV/Å.

Its gap between HOMO and LUMO is 0.284 hartree. Its total charge is 0. As for the LUMO energy: 0.26 eV. As for the energy above the lowest of the compared OMol25 structures with the same formula, charge and spin: 0.0 kcal/mol. As for the spin multiplicity: 1.